190
Properties=species:S:1:pos:R:3:forces:R:3:lowdin_charge:R:1 method="wB97M-V/def2-TZVPD" total_energy_ev=-97212.7413 de_lowest_kj_mol=343.53 e_homo_ev=-7.861 multiplicity=1 e_lumo_ev=0.49 max_force_ev_per_a=4.86 gap_ev=8.352
C 19.4181 9.7879 -16.2572 0.151 -0.115 1.525 -0.0131
H 22.1048 6.7996 -11.6194 0.129 -0.504 -0.202 0.0908
O 12.5015 5.8612 -13.0844 0.884 0.231 0.728 -0.1939
H 13.5500 14.0166 -13.6219 0.289 0.614 -0.419 0.0601
H 18.7710 6.1722 -13.4181 0.782 0.143 -0.313 0.0789
H 22.8852 2.9245 -19.3627 0.137 0.352 -0.956 0.1290
C 19.0614 12.3095 -22.4603 -0.365 -1.302 0.219 -0.1997
C 16.6437 8.9646 -18.0294 0.790 2.050 -2.226 -0.4822
H 10.5220 5.1067 -13.1241 0.641 -0.256 0.249 0.0873
H 15.6375 10.3402 -25.9739 -0.021 -0.404 -0.477 0.0861
H 20.5280 14.7196 -17.2295 0.552 0.087 -0.054 0.0864
H 18.9045 12.0620 -17.2000 1.139 -0.067 -0.686 0.0938
O 18.6170 7.6449 -17.9329 0.590 -2.088 0.653 0.0118
H 18.6768 12.4073 -9.9490 0.185 0.348 -0.377 0.1214
H 23.6388 10.0378 -13.4694 -0.470 0.240 -0.036 0.0881
H 24.3459 5.0900 -19.2260 0.360 0.026 0.028 0.1267
H 17.2897 7.8460 -12.3381 0.080 0.036 -0.055 0.0740
H 17.1802 17.5958 -18.6730 -0.288 0.308 0.042 0.0855
H 14.9385 8.2910 -19.1859 -0.124 0.795 -0.047 0.0684
O 18.1072 9.6278 -11.8453 1.495 0.644 0.080 -0.2166
H 19.0178 13.2093 -23.0740 -0.146 0.104 -0.004 0.1244
C 14.7315 4.4271 -14.7109 1.277 0.349 0.338 -0.0789
H 16.3114 8.8542 -11.2767 -0.401 -0.060 0.038 0.0877
O 13.8993 10.5596 -24.8961 0.407 -0.184 0.218 -0.2059
O 17.3150 15.2118 -14.4276 -0.417 0.232 -0.494 -0.1649
H 19.9967 10.1220 -19.5931 -0.190 -0.432 -0.226 0.0737
H 11.0266 6.1678 -14.4249 -0.397 0.222 -0.161 0.0795
C 14.6928 10.8807 -26.0330 -0.140 0.221 0.932 -0.1164
H 18.8123 10.1970 -15.4487 -1.051 0.357 -0.476 0.0687
H 10.6724 6.8219 -12.7971 -0.031 0.181 0.010 0.0856
H 19.8094 11.1634 -10.5597 0.261 -0.001 0.347 0.1170
H 12.4114 7.7680 -23.9029 -0.471 -0.168 0.152 0.1213
H 16.1580 13.5397 -13.7969 -0.371 0.393 0.172 0.0770
O 13.9435 8.5421 -22.7897 -0.294 0.051 -0.231 -0.1680
H 24.7895 10.0974 -14.7485 0.459 0.376 -0.215 0.0835
C 16.8735 11.5914 -23.2421 1.105 0.189 0.817 -0.0575
C 16.4110 16.0207 -15.1786 0.779 0.461 0.260 -0.1701
H 15.3963 6.3454 -13.2660 -0.082 -0.238 0.278 0.1118
H 13.8627 5.5116 -18.1408 -0.383 0.643 0.136 0.0676
H 23.2700 12.9564 -22.3444 -0.335 0.008 -0.405 0.0788
H 10.7845 5.1184 -18.4837 -0.218 -0.242 -0.323 0.1220
O 17.6970 16.3205 -17.1738 -0.066 -0.460 1.247 -0.1689
H 10.6219 7.4086 -17.5848 -0.367 -0.295 0.116 0.1191
H 13.4334 13.0280 -17.2913 -0.203 -0.030 -0.182 0.1260
H 14.1345 10.7350 -26.9578 0.158 -0.209 -0.192 0.0851
H 23.3018 5.4880 -17.8526 0.359 0.284 0.405 0.1127
H 20.7790 7.3134 -14.9402 -0.013 0.121 -0.032 0.1132
H 17.3645 15.9625 -19.1960 0.045 -0.487 0.027 0.0889
H 24.0627 11.6222 -16.7623 0.076 0.098 -0.316 0.1266
O 21.0263 12.9906 -16.1046 -0.361 -0.102 -0.317 -0.2223
H 16.1588 14.9242 -17.1092 0.320 -0.475 0.023 0.0989
C 16.1951 10.4520 -18.3077 -0.289 -0.136 1.358 -0.1103
H 18.3369 7.4748 -17.0306 0.439 -1.091 0.629 0.0630
H 22.2378 6.2740 -15.1813 0.349 0.458 -0.129 0.1158
H 20.8237 11.4728 -12.6932 0.473 -0.029 -0.670 0.0932
H 23.2446 9.4696 -15.1380 -0.343 -0.459 0.267 0.0796
H 21.4955 7.9408 -12.7661 0.110 0.432 -0.064 0.0813
H 12.4089 9.5312 -25.6567 -0.671 -0.705 0.140 0.1250
H 20.0710 12.6498 -13.9026 0.600 0.394 0.551 0.0709
H 15.5788 16.5053 -17.0715 0.163 0.745 -0.193 0.1246
H 18.7708 16.9574 -18.8094 0.186 -0.344 0.424 0.0926
C 13.8106 11.0995 -14.7614 0.058 -0.808 1.535 -0.1062
H 20.9401 9.0241 -18.5901 -0.621 -0.561 0.343 0.0798
C 17.7625 16.6925 -18.4912 -0.394 0.881 -1.586 -0.1375
H 22.0191 3.6025 -18.1213 -0.748 0.149 0.192 0.1098
H 16.4230 11.8138 -22.2748 0.139 0.106 0.276 0.0755
H 15.1903 10.4903 -17.8870 -0.314 -0.006 -0.126 0.0893
C 22.6092 12.8684 -21.4820 -0.815 0.340 0.147 -0.0890
H 20.7340 11.0027 -21.7520 -0.253 0.128 0.419 0.1113
O 11.7949 13.2019 -14.2932 -0.218 0.326 0.641 -0.1901
H 12.9430 10.8709 -14.1425 -0.136 0.367 0.219 0.0950
C 13.3128 7.0290 -13.3691 -1.301 -0.414 -0.957 -0.1716
C 13.4033 4.8499 -18.8751 1.052 0.345 0.168 -0.0994
H 17.3516 10.4619 -10.2202 -0.288 0.710 0.404 0.1174
O 18.3049 11.2225 -23.0501 -1.263 0.900 -0.330 -0.1893
H 12.2667 6.8561 -17.3394 0.362 0.164 0.047 0.1040
H 20.6796 5.7894 -18.4920 -0.202 -0.695 0.123 0.0622
H 21.5470 6.6922 -19.6214 0.321 0.067 -0.347 0.0728
O 19.4235 12.6714 -11.9241 -1.721 -0.229 1.245 -0.1918
C 23.7496 4.6695 -18.4162 0.080 -0.374 -0.322 -0.2070
H 14.2873 4.5458 -19.4357 -0.388 -0.106 -0.618 0.0897
C 13.2441 9.2863 -25.0005 0.667 1.392 -0.670 -0.2015
C 16.9446 13.8596 -14.4803 0.977 -0.339 -0.432 -0.1092
H 19.4437 8.7361 -15.9722 0.663 -0.109 -0.113 0.0635
H 15.4370 15.9149 -14.7007 -0.512 -0.084 -0.533 0.1160
C 11.1129 5.9938 -13.3524 0.419 0.676 -0.556 -0.0959
H 20.5835 4.2743 -14.8302 -0.032 -0.023 0.410 0.1294
H 14.9696 11.9319 -25.9533 -0.239 0.087 0.014 0.0818
H 20.9160 11.7605 -23.3186 0.160 -0.245 -0.195 0.1215
C 16.9729 8.8705 -12.1429 0.183 -0.149 0.306 -0.1262
O 23.2303 11.4691 -14.8955 -0.582 0.968 -0.299 -0.1752
C 14.6587 6.6983 -13.9868 0.233 -0.494 -0.739 -0.2062
O 21.1890 13.0924 -21.7744 1.330 -1.231 0.526 -0.1962
C 20.2679 14.2065 -16.3037 0.948 -0.157 0.010 -0.0746
H 20.1039 5.8783 -20.1686 0.148 -0.520 -0.048 0.0918
O 14.6360 5.8105 -15.1193 -0.594 -0.631 0.647 -0.1899
H 18.5656 11.6709 -18.9807 0.338 0.234 0.096 0.1161
O 19.0598 5.5244 -15.4761 -0.977 -0.054 0.555 -0.1746
C 23.7296 10.2387 -14.5369 0.518 -1.274 -0.288 -0.1426
O 24.5027 3.7590 -17.5901 0.790 0.912 -0.258 -0.1686
O 21.3097 6.0202 -13.3888 0.257 0.210 0.872 -0.1991
C 18.9741 11.8156 -10.8148 0.208 -1.092 -2.136 -0.1328
H 15.0323 8.6067 -16.6298 -0.042 -0.331 -0.418 0.0729
H 20.7950 4.9339 -16.3921 -0.327 0.435 -0.249 0.0963
H 13.2608 9.0598 -17.4668 -0.175 -0.664 0.242 0.0527
H 16.0645 10.7552 -19.3466 0.495 -0.528 -0.266 0.1203
H 13.1735 6.7696 -22.0062 -0.574 -0.017 -0.385 0.0808
H 22.9854 13.7413 -15.9730 -0.134 0.413 -0.051 0.1261
H 18.6822 12.4997 -21.4562 -0.274 0.317 0.093 0.1091
H 26.4367 3.7212 -16.6149 -0.660 -1.442 -0.204 0.0755
H 12.0756 9.3802 -23.2022 -0.096 0.064 0.156 0.1295
H 14.4110 10.1927 -14.6890 0.183 -0.264 -0.847 0.0659
H 14.8611 3.7220 -15.5320 -0.956 0.480 -0.557 0.0877
H 13.4449 7.7425 -12.5558 0.106 -0.460 0.789 0.1218
H 22.9473 13.6106 -20.7589 -0.373 0.280 -0.098 0.0747
H 18.0778 4.6352 -13.7728 0.300 -0.494 -0.409 0.0888
C 20.9852 5.7619 -19.5379 0.925 0.113 0.488 -0.0748
C 20.4188 5.1881 -15.4012 0.535 0.799 0.562 -0.1749
H 12.3679 14.0162 -12.4382 -0.701 -0.486 -0.080 0.0876
O 21.7925 4.6288 -19.9359 -0.245 0.030 -0.232 -0.1676
H 17.0645 11.3260 -11.7949 -0.340 0.634 0.420 0.1178
H 11.1547 12.8937 -16.2279 0.272 -0.755 0.249 0.1271
C 23.0756 11.6405 -16.3003 -0.868 1.356 0.591 -0.1791
O 13.4203 11.4606 -16.0391 0.940 -1.119 -0.705 -0.1812
C 13.5632 7.7336 -21.6791 -0.063 -0.678 -0.290 -0.1025
H 12.7660 7.6534 -14.0756 -0.181 -0.131 -0.540 0.1095
H 17.4023 6.0983 -14.4455 -0.077 -0.117 -0.341 0.0620
H 12.8257 8.2099 -21.0332 0.101 0.088 -0.006 0.0779
H 16.4243 7.4969 -16.5362 -0.260 -0.199 0.211 0.0886
C 18.4700 11.3830 -17.9338 -1.413 -0.375 0.923 -0.0923
C 17.0005 11.5083 -17.5576 -0.811 -1.108 -0.675 -0.1839
H 16.1075 7.1418 -19.1348 0.817 -0.181 -0.019 0.0879
C 16.0267 8.2277 -19.1825 -0.388 -1.090 -0.285 -0.0370
C 17.7934 10.8538 -11.1363 0.022 -0.615 -0.884 -0.1654
H 14.4318 11.8533 -14.2778 -0.132 0.311 0.071 0.0768
H 16.7539 12.4848 -23.8550 0.356 0.107 -0.163 0.0786
H 16.8040 11.3773 -16.4935 0.355 -0.015 0.277 0.0966
C 25.7068 4.3690 -17.1003 0.354 -0.476 0.765 -0.1173
C 22.3895 13.0195 -16.5315 -0.009 -0.861 0.226 -0.1712
H 13.1107 3.9866 -18.2773 -0.840 -0.215 -0.315 0.0855
H 22.4242 10.9048 -16.7720 0.085 -0.523 0.269 0.0937
H 15.7199 4.2887 -14.2726 0.170 0.192 0.660 0.0595
H 16.4832 9.1632 -15.9371 0.330 0.012 0.257 0.0819
H 17.8378 13.2926 -14.2180 -0.055 -0.127 -0.011 0.0762
H 13.8536 8.5566 -25.5335 0.402 -0.041 0.086 0.1254
H 19.1975 14.0580 -16.4456 0.051 -0.657 0.540 0.0613
C 11.5353 7.1182 -18.1039 -0.054 -0.728 -0.810 -0.1954
C 21.2378 6.3426 -14.7529 -0.227 -2.133 -0.565 -0.1950
H 20.3403 10.3131 -16.0087 0.467 -0.408 -0.367 0.0750
H 16.6776 13.6271 -15.5112 -0.163 -0.472 0.005 0.0556
H 25.5255 4.9909 -16.2236 -0.431 0.967 -0.509 0.0808
H 12.1745 15.2246 -13.6536 -0.003 -0.016 -0.649 0.0907
H 14.4108 7.3739 -21.0957 0.332 0.855 -0.112 0.0695
N 18.1355 8.8643 -18.1511 -2.341 3.733 -2.053 -0.1338
C 11.9922 13.3313 -15.6846 1.277 1.501 -0.346 -0.1749
H 16.4747 8.6369 -20.0880 -0.296 -0.364 -0.186 0.1018
H 26.3869 4.7771 -17.8479 -0.737 0.764 -0.430 0.0857
C 20.2784 9.8900 -18.5660 0.914 0.527 -1.154 -0.0272
C 18.3415 5.5880 -14.2319 -0.423 0.471 -0.177 -0.0787
H 16.5405 12.4610 -17.8200 0.394 0.389 -0.023 0.1010
C 16.1137 8.5221 -16.7375 -0.040 -0.231 1.919 -0.0359
C 19.9294 11.9814 -13.0532 0.029 -0.565 0.274 -0.1045
C 12.8300 8.7469 -23.6689 0.544 -0.364 0.421 -0.2046
C 11.2804 5.8940 -19.0673 0.562 2.538 0.794 -0.1761
C 22.0469 7.0038 -12.6885 -0.647 0.402 -0.153 -0.0990
H 23.0267 7.1322 -13.1485 0.267 0.001 0.181 0.0821
C 19.0183 9.9385 -17.7125 0.615 0.799 0.635 -0.4618
C 16.4229 15.9093 -16.7246 -0.101 -0.415 1.039 -0.1970
C 12.4795 14.1882 -13.5088 0.501 -0.996 0.207 -0.0862
C 20.5304 11.9160 -22.3110 0.350 1.092 -0.980 -0.1919
H 20.9870 10.6950 -18.3710 -0.243 0.397 0.630 0.0667
C 22.5775 3.9076 -19.0063 -0.533 -0.089 1.317 -0.2194
H 16.7496 17.0369 -14.9770 -0.073 0.101 0.021 0.1279
C 12.3809 9.2934 -18.0662 0.043 0.417 0.146 -0.1057
H 16.2221 10.8235 -23.6594 0.825 -0.499 -0.121 0.0652
C 13.3935 12.8311 -16.2200 -2.116 0.601 -0.176 -0.1890
H 10.7039 6.4054 -19.8382 -0.577 -0.806 -0.149 0.1265
H 20.4546 14.8409 -15.4372 -0.222 0.300 -0.127 0.0985
H 22.8374 11.9151 -21.0052 -0.506 -0.353 -0.085 0.0754
H 16.4481 9.2386 -13.0244 -0.225 0.209 -0.120 0.0745
H 12.7345 10.1999 -18.5574 -0.288 -0.337 -1.077 0.0866
H 11.5934 9.6726 -17.4149 -0.235 -0.338 0.274 0.0857
O 12.4415 5.4663 -19.7295 0.663 -0.939 0.779 -0.1751
H 14.2856 13.3147 -15.8219 -0.113 0.198 0.529 0.0968
H 11.8838 14.3846 -15.9433 0.207 0.491 -0.092 0.1105
H 22.3993 13.2137 -17.6040 0.252 0.266 -0.173 0.1153
H 19.2842 11.2222 -13.4951 -0.501 -0.259 0.530 0.0624
H 13.9920 4.1239 -13.9698 -0.235 0.108 -0.358 0.0854
O 11.9307 8.2247 -18.9050 0.785 0.628 0.769 -0.1924
H 15.0560 7.6278 -14.3946 -0.013 0.218 0.108 0.0885